[1]
C21H31F5N4RuSeSi as an isolated structure, computed with ωB97M-V with the def2-TZVPD basis set.

Geometry (Å):
Ru -0.3621 -0.3187 0.6100
C -1.8074 -3.5204 -0.3575
C -0.4374 -3.2552 -0.8834
C 0.1463 -4.0886 -1.8382
C 1.4288 -3.7966 -2.2910
C 2.1195 -2.7347 -1.7558
C 1.5077 -1.9449 -0.7539
N 0.2252 -2.2201 -0.3835
N 2.0612 -0.9285 -0.0960
Si 3.7772 -0.7185 0.1072
C 4.1590 0.8433 1.1375
C 4.8318 -0.4903 -1.4763
C 4.3222 -2.2573 1.1152
H -2.0258 -4.5839 -0.3815
H -2.5557 -3.0115 -0.9681
H -1.8928 -3.1496 0.6668
H -0.3959 -4.9447 -2.2046
H 1.8824 -4.4072 -3.0567
H 3.1015 -2.4678 -2.1032
H 3.8118 1.7591 0.6700
H 5.2391 0.9282 1.2165
H 3.7802 0.8078 2.1542
H 4.4357 0.2965 -2.1134
H 4.9255 -1.3874 -2.0799
H 5.8361 -0.1959 -1.1887
H 3.5559 -2.5353 1.8330
H 5.2355 -2.0521 1.6604
H 4.4981 -3.1152 0.4754
C -0.9281 3.0061 0.3828
N 0.1210 2.0025 0.5426
C 1.0142 2.0842 -0.6126
C 0.8191 2.1527 1.8263
C 0.0272 1.5488 2.9959
N -0.1008 0.0834 2.9090
C -1.2353 -0.3757 3.7097
C 1.1129 -0.6150 3.3339
H -0.4893 4.0036 0.2605
H -1.5889 3.0229 1.2435
H -1.5168 2.7763 -0.5058
H 1.4498 3.0880 -0.7172
H 0.4308 1.8769 -1.5150
H 1.8198 1.3518 -0.5381
H 0.9994 3.2142 2.0422
H 1.7821 1.6470 1.7511
H -0.9845 1.9624 3.0096
H 0.5207 1.8213 3.9391
H -1.0836 -0.1451 4.7713
H -1.3611 -1.4550 3.5978
H -2.1509 0.1152 3.3764
H 1.3581 -0.3821 4.3795
H 1.9573 -0.3385 2.7030
H 0.9513 -1.6935 3.2447
F -8.0665 0.8635 2.8691
C -6.8894 0.6375 2.3008
C -5.8340 1.5274 2.5039
F -5.9983 2.6159 3.2530
C -4.6034 1.2672 1.9210
F -3.5679 2.0959 2.1405
C -4.3825 0.1535 1.1165
Se -2.7391 -0.1808 0.2287
C -5.4530 -0.7222 0.9320
F -5.2432 -1.8054 0.1816
C -6.6938 -0.4969 1.5086
F -7.6916 -1.3516 1.3086

Output
**Frontier orbital gap (spin up / spin down)**: 5.65 / 5.11 eV
**Energy relative to the best compared isomer or geometry (same formula, charge and spin)**: 37.97 kcal/mol
**Total charge**: +1
**Spin multiplicity**: 2
**E_HOMO (spin up / spin down)**: -0.3813 / -0.3810 Eh

Results of the Mulliken charge analysis, in e, for atoms 1 through 8: 0.49 -1.50 0.71 -0.71 -0.54 -0.56 0.73 0.02

[2]
CdN6O18 as an isolated structure, computed with ωB97M-V with the def2-TZVPD basis set.

Geometry (Å):
Cd -0.0920 0.0009 -0.2020
N -1.3667 2.0093 2.2873
O -2.5576 1.9164 2.0129
O -0.4762 1.5897 1.5072
O -1.0027 2.5770 3.3437
N 2.5315 -1.2214 0.9884
O 2.6589 -1.7748 2.0797
O 1.7702 -0.2126 0.8291
O 3.2683 -1.5604 0.0270
N 2.2637 2.1652 -1.2764
O 2.5474 2.8519 -0.2886
O 1.1723 1.5477 -1.3535
O 3.0734 2.0828 -2.2348
N -2.3677 1.7210 -1.8619
O -3.4946 2.1738 -1.5879
O -1.8052 2.0248 -2.9229
O -1.8398 0.8835 -1.0794
N 0.2323 -2.3153 -2.6198
O 0.1792 -1.4831 -1.6742
O 0.4464 -1.9117 -3.7722
O 0.0543 -3.5211 -2.3832
N -1.2907 -2.3976 2.5392
O -0.3184 -3.1450 2.6833
O -2.3703 -2.6276 3.1439
O -1.2159 -1.3733 1.8152

Output
**Frontier orbital gap**: 7.57 eV
**Energy relative to the best compared isomer or geometry (same formula, charge and spin)**: 0.00 kcal/mol
**Total charge**: -4
**Spin multiplicity**: 1
**E_HOMO**: 0.0846 Eh

Results of the Mulliken charge analysis, in e, for atoms 1 through 8: 1.69 0.89 -0.63 -0.50 -0.73 0.85 -0.62 -0.44

[3]
An isolated molecule of C2H5N3S2, computed with ωB97M-V with the def2-TZVPD basis set.

Geometry (Å):
H 1.7625 1.7682 0.2412
N 1.3118 1.9114 -0.6313
C 0.3516 1.1401 -1.0834
N -0.1044 -0.0482 -0.6734
S -1.0316 -1.2565 -1.7018
C 0.6683 -0.5271 0.4777
N 0.3065 -0.9601 1.5469
S -1.3059 -1.0626 1.9300
H -0.0236 1.1488 -2.1461
H -2.4789 -0.7601 -1.6586
H 1.8255 -0.4701 0.3053
H -1.2819 -0.8839 3.3934

Output
**Frontier orbital gap**: 8.96 eV
**Energy relative to the best compared isomer or geometry (same formula, charge and spin)**: 101.02 kcal/mol
**Spin multiplicity**: 1
**SMILES**: [H]/N=C\N(S)/C=N\S
**E_HOMO**: -0.3351 Eh

Results of the Mulliken charge analysis, in e, for atoms 1 through 8: 0.26 -0.65 0.17 -0.15 -0.12 -0.19 -0.27 -0.13

[4]
A 2-piece molecular cluster, C21H12F7NO4S overall, computed with ωB97M-V with the def2-TZVPD basis set.

Geometry (Å):
F -3.3629 2.3483 1.8366
C -3.0877 1.0004 1.9070
C -4.1649 0.1208 1.9613
C -3.8456 -1.2360 2.0395
F -4.8773 -2.1446 2.0635
C -2.5499 -1.6954 2.1105
C -1.4487 -0.7845 2.0803
C -0.1608 -1.3633 2.1600
C 1.1313 -0.7895 2.1144
C 2.2259 -1.7104 2.0560
C 3.5263 -1.2550 2.0111
F 4.5530 -2.1720 1.9846
C 3.8541 0.1032 2.0066
C 2.7848 0.9943 2.0719
F 3.0717 2.3429 2.0936
C 1.4550 0.5999 2.1280
C -1.7605 0.5998 1.9493
H -5.1916 0.4682 1.9397
H -2.3335 -2.7565 2.1992
H -0.1667 -2.4555 2.2094
H 1.9989 -2.7733 2.0492
H 4.8824 0.4443 1.9640
H 0.6770 1.3473 2.1917
H -0.9753 1.3405 1.8915
F -4.1129 -0.3019 5.9662
C -2.9025 0.2012 6.2519
F -2.4516 0.9060 5.1779
F -2.9993 1.0466 7.3019
S -1.7156 -1.1811 6.6239
C -0.3028 -0.2163 6.8408
C 0.9087 -0.7955 7.2154
C 2.0754 0.0335 7.4177
C 3.2895 -0.5177 7.7683
C 3.4007 -1.9208 7.9414
N 4.6483 -2.4891 8.3039
O 4.7265 -3.7311 8.4494
O 5.6240 -1.7183 8.4641
C 2.2758 -2.7573 7.7600
C 1.0607 -2.2137 7.4119
O -2.2018 -1.7731 7.8505
O -1.6376 -1.9615 5.4069
H -0.4149 0.8588 6.7423
H 1.9554 1.1121 7.2813
H 4.1814 0.0911 7.9196
H 2.3852 -3.8316 7.9003
H 0.2153 -2.8919 7.2921

Output
**Frontier orbital gap**: 1.52 eV
**Spin multiplicity**: 1
**E_HOMO**: -0.2257 Eh

Results of the Mulliken charge analysis, in e, for atoms 1 through 8: -0.32 0.36 -0.56 0.26 -0.31 -0.87 1.22 -0.20

[5]
A 13-piece molecular cluster, C7H38O13 overall, computed with ωB97M-V with the def2-TZVPD basis set.

Geometry (Å):
C -1.6076 -1.8058 -3.5894
O -2.0544 -0.6832 -2.7993
C -0.2484 -2.2694 -2.9818
C -0.3980 -3.5490 -2.0678
C -1.2826 -3.2002 -0.8008
C -0.5911 -2.2152 0.2384
C -0.2851 -0.8100 -0.0466
C -1.2557 0.0712 0.2096
H -2.4175 -2.5475 -3.6133
H -1.5557 -1.3432 -4.5590
H -2.2358 -0.8263 -1.8593
H 0.2272 -1.4333 -2.4984
H 0.3226 -2.5655 -3.8642
H -0.9160 -4.3697 -2.5797
H 0.6219 -3.8931 -1.9573
H -1.4563 -4.1331 -0.2654
H -2.2500 -2.7728 -1.0312
H -1.0362 -2.1564 1.2490
H 0.2845 -2.7095 0.6385
H 0.7388 -0.6967 -0.4784
H -1.2577 1.1254 -0.0269
H -2.2341 -0.2963 0.6028
H -3.3360 0.8522 3.4897
H -2.2835 1.1580 2.4523
O -2.8888 0.4576 2.7363
H -0.3958 4.1683 -1.6953
H -0.6026 2.6993 -1.6978
O -0.1898 3.4181 -1.1197
H -0.7882 0.5686 -2.6640
H -0.8200 1.8286 -3.6519
O -0.4607 1.4828 -2.8306
H 2.9230 -2.5377 -2.5079
H 2.9745 -2.7053 -1.0302
O 2.8520 -3.2279 -1.8381
H 2.3981 2.6449 -0.8445
H 1.7393 3.2634 0.3210
O 2.5346 2.7453 0.1072
H -1.9514 -1.6541 3.6807
H -1.1664 -0.8431 4.5752
O -1.5668 -1.7418 4.5621
H 3.1373 -0.0244 0.2985
H 3.3177 0.2510 -1.0965
O 3.3627 -0.5280 -0.5003
H -0.9372 4.1074 1.0676
H -0.1026 2.8459 0.9476
O -0.2615 3.5981 1.5237
H 1.9119 1.5912 -2.9568
H 1.6607 0.0643 -2.6291
O 2.3035 0.7739 -2.6147
H 1.0384 0.7428 3.6851
H 1.1425 -0.5010 4.7149
O 0.5625 -0.0014 4.1362
H 2.0791 2.6606 2.8963
H 1.7579 1.8780 1.6544
O 1.6289 1.8484 2.6174
H -0.8288 2.5641 2.9248
H -1.1830 1.9980 4.2029
O -1.6242 2.5678 3.5336

Output
**Frontier orbital gap**: 9.62 eV
**Energy relative to the best compared isomer or geometry (same formula, charge and spin)**: 71.45 kcal/mol
**Spin multiplicity**: 1
**E_HOMO**: -0.3629 Eh

Results of the Mulliken charge analysis, in e, for atoms 1 through 8: -0.67 -0.72 0.53 -0.75 -0.66 -1.30 1.34 -1.89

[6]
A 2-piece molecular cluster, C10H12P2 overall, computed with ωB97M-V with the def2-TZVPD basis set.

Geometry (Å):
C -2.6280 -2.2270 -0.8014
C -3.7390 -1.5021 -0.6003
C -1.3876 -1.5095 -0.9060
C -3.7073 -0.1129 -0.4103
C -1.3471 -0.1597 -0.7843
C -2.5011 0.5873 -0.4918
C 0.9036 2.6218 -1.0566
C 3.4628 0.1475 0.8591
C 2.4349 0.9797 0.5563
C 3.7988 -0.5820 2.1078
P 2.3977 1.8621 -0.9599
P -2.4151 2.2777 -0.0424
H -2.7694 -3.3398 -0.8132
H -4.6959 -2.1208 -0.4757
H -0.5236 -2.0306 -1.1638
H -4.6372 0.5700 -0.1731
H -0.5265 0.4240 -1.0492
H 0.0702 2.3689 -0.3508
H 0.7935 3.0624 -2.0117
H 4.2689 0.0834 0.2041
H 1.5075 1.0234 1.1473
H 4.7972 -0.4180 2.4630
H 2.9979 -0.3913 2.8169
H 3.4447 -1.6144 1.9360

Output
**Frontier orbital gap (spin up / spin down)**: 6.51 / 6.80 eV
**Energy relative to the best compared isomer or geometry (same formula, charge and spin)**: 80.34 kcal/mol
**Spin multiplicity**: 1
**E_HOMO (spin up / spin down)**: -0.2778 / -0.2988 Eh

Results of the Mulliken charge analysis, in e, for atoms 1 through 8: -0.37 -0.39 -0.69 -0.31 -0.23 0.42 -0.34 0.02

Summary of F_max in eV/A
2.21 1.82 5.23 2.30 3.36 3.60
(order as listed above)